Molecular formula: C39H48F8N6O16PS
Method: DFT, wB97M-V/def2-TZVPD

Geometry as XYZ:
```
119
Properties=species:S:1:pos:R:3
N -0.904 -3.797 2.210
C -0.095 -3.490 0.977
N -0.203 -4.775 0.167
C -0.896 -5.627 0.750
S -1.985 -6.706 1.242
C 1.435 -3.322 1.435
C 2.058 -4.562 2.157
C 2.215 -5.945 1.470
O 1.628 -6.910 1.897
N 2.295 -2.480 0.517
C 3.521 -3.202 0.121
O 4.434 -2.643 -0.807
O 5.728 -2.876 -0.362
C 1.529 -1.667 -0.522
C 2.509 -0.551 -1.099
C 2.061 0.824 -1.608
O 1.841 1.827 -0.980
O 1.900 0.980 -3.002
P 1.312 -2.813 -2.062
O -0.075 -3.276 -2.380
C 0.156 -1.170 0.088
C -0.667 -0.141 -0.791
C -0.838 -0.185 -2.235
C -1.611 0.776 -3.041
C -2.237 1.863 -2.254
C -1.942 1.796 -0.818
N -1.236 0.906 -0.118
C 0.297 -0.391 1.508
C 1.435 0.476 1.777
C 1.461 1.191 3.099
C 0.302 0.890 3.896
C -0.792 -0.052 3.519
N -0.765 -0.671 2.331
N -0.692 -2.335 0.351
C -2.021 -2.441 -0.188
C -3.207 -1.701 0.595
O -4.382 -1.844 -0.219
C -5.248 -2.868 0.235
C -6.379 -2.225 1.159
F -6.799 -3.138 2.128
F -5.926 -1.120 1.855
C -7.624 -1.856 0.259
F -8.369 -3.022 0.148
F -7.259 -1.384 -0.997
C -8.595 -0.762 0.868
F -9.874 -1.077 0.395
F -8.680 -0.777 2.233
C -8.322 0.696 0.294
F -9.262 1.545 0.886
F -7.064 1.163 0.638
H -1.640 -3.104 2.351
H -0.341 -3.752 3.060
H 1.281 -2.662 2.351
H 3.066 -4.302 2.605
H 1.453 -4.772 3.089
H 2.911 -6.161 0.597
H 2.669 -1.720 1.125
H 4.177 -3.263 1.045
H 3.335 -4.242 -0.275
H 6.321 -2.249 -0.861
H 3.341 -0.372 -0.350
H 3.083 -0.987 -1.973
H 2.810 1.211 -3.356
H 2.137 -3.969 -2.040
H 1.741 -2.080 -3.228
H -0.348 -0.973 -2.847
H -1.713 0.696 -4.144
H -2.871 2.643 -2.733
H -2.395 2.636 -0.221
H 2.305 0.665 1.122
H 2.288 1.872 3.381
H 0.236 1.384 4.897
H -1.637 -0.213 4.236
H -2.369 -3.515 -0.054
H -2.153 -2.327 -1.303
H -3.410 -2.272 1.553
H -2.971 -0.658 0.902
H -4.735 -3.731 0.741
H -5.756 -3.314 -0.669
H -8.496 0.766 -0.804
C 1.385 6.528 -4.136
C 1.805 5.238 -4.801
C 0.780 4.145 -4.731
O 1.593 2.974 -4.826
C 2.804 3.302 -4.319
O 3.676 2.508 -4.074
O 2.911 4.634 -4.120
H 2.238 7.203 -4.041
H 0.603 7.026 -4.710
H 1.014 6.347 -3.125
H 2.116 5.433 -5.832
H 0.061 4.188 -5.548
H 0.240 4.112 -3.780
C -4.576 5.012 4.595
C -3.575 4.262 3.746
C -3.450 2.806 4.084
O -2.118 2.505 3.649
C -1.417 3.675 3.746
O -0.235 3.757 3.639
O -2.244 4.726 3.983
H -4.473 6.088 4.444
H -5.596 4.717 4.346
H -4.409 4.826 5.658
H -3.797 4.413 2.685
H -4.177 2.188 3.556
H -3.516 2.601 5.156
C 9.160 2.262 -1.319
C 8.456 1.112 -2.001
C 6.982 1.040 -1.720
O 6.716 -0.354 -1.910
C 7.875 -1.013 -1.625
O 7.959 -2.205 -1.504
O 8.907 -0.152 -1.493
H 10.242 2.143 -1.393
H 8.878 3.214 -1.771
H 8.920 2.297 -0.254
H 8.661 1.132 -3.075
H 6.391 1.647 -2.406
H 6.721 1.304 -0.691
```

- Total charge: +1
- HOMO energy: -0.403 Ha

Atomic partial charges in e from the Löwdin method, atoms 1 to 99:
1. N 0.1041
2. C -0.3925
3. N 0.0987
4. C -0.7497
5. S 0.7461
6. C -0.1241
7. C -0.0780
8. C -0.2477
9. O 0.0561
10. N 0.0022
11. C -0.1655
12. O -0.1594
13. O -0.0044
14. C -0.2844
15. C -0.0743
16. C -0.4503
17. O 0.1400
18. O 0.0037
19. P 0.8484
20. O -0.4153
21. C -0.2088
22. C -0.1830
23. C -0.0130
24. C 0.0013
25. C -0.0117
26. C -0.1240
27. N 0.1113
28. C -0.1942
29. C 0.0116
30. C -0.0042
31. C -0.0572
32. C -0.0825
33. N 0.1037
34. N -0.0637
35. C -0.1220
36. C -0.1588
37. O -0.1333
38. C -0.0876
39. C -0.3226
40. F 0.0878
41. F 0.0977
42. C -0.2797
43. F 0.1165
44. F 0.1107
45. C -0.3016
46. F 0.0939
47. F 0.1368
48. C -0.2145
49. F 0.0505
50. F 0.0592
51. H 0.0752
52. H 0.0827
53. H 0.1614
54. H 0.1395
55. H 0.1406
56. H 0.1354
57. H 0.1736
58. H 0.1654
59. H 0.1302
60. H 0.0707
61. H 0.1359
62. H 0.1057
63. H 0.0851
64. H 0.0460
65. H 0.0609
66. H 0.0796
67. H 0.1127
68. H 0.1035
69. H 0.1128
70. H 0.0825
71. H 0.1167
72. H 0.1105
73. H 0.1240
74. H 0.1292
75. H 0.1301
76. H 0.1160
77. H 0.1041
78. H 0.1470
79. H 0.1532
80. H 0.1752
81. C -0.0139
82. C -0.3277
83. C -0.0858
84. O 0.0698
85. C -0.5228
86. O 0.1248
87. O 0.1102
88. H 0.0922
89. H 0.0952
90. H 0.0923
91. H 0.1647
92. H 0.1462
93. H 0.1424
94. C -0.0155
95. C -0.3396
96. C -0.0919
97. O 0.0221
98. C -0.5383
99. O 0.1556

Molecular formula: C39H48FIN8O4PS3W
Method: DFT, wB97M-V/def2-TZVPD

Geometry as XYZ:
```
106
Properties=species:S:1:pos:R:3
W -0.168 -0.451 -0.294
C -2.889 0.457 -2.350
C -2.498 -0.974 -2.508
C -3.215 -1.688 -3.503
C -2.834 -2.934 -3.861
C -1.758 -3.548 -3.185
C -1.347 -4.849 -3.535
C -0.335 -5.446 -2.835
C 0.259 -4.777 -1.765
C -0.117 -3.498 -1.381
S 0.604 -2.779 0.015
C -1.132 -2.837 -2.135
N -1.489 -1.516 -1.830
H -3.919 0.600 -2.675
H -2.274 1.093 -2.991
H -2.785 0.773 -1.321
H -4.038 -1.183 -3.988
H -3.343 -3.478 -4.648
H -1.847 -5.350 -4.354
H 0.001 -6.443 -3.093
H 1.041 -5.262 -1.195
S 2.739 -0.230 -0.003
C 2.429 -0.567 -1.609
N 1.204 -0.517 -2.123
C 1.192 -0.865 -3.476
C 0.125 -0.778 -4.368
C 0.301 -1.155 -5.688
C 1.535 -1.603 -6.152
C 2.620 -1.645 -5.294
C 2.442 -1.267 -3.972
S 3.641 -1.155 -2.722
H -0.832 -0.400 -4.053
H -0.537 -1.085 -6.369
H 1.654 -1.894 -7.187
H 3.594 -1.957 -5.648
F 0.310 4.049 -1.076
C -0.305 2.809 -1.386
C 0.188 1.765 -0.400
N -0.334 2.145 0.916
C 0.496 1.917 2.058
C 0.779 0.470 2.465
O 1.411 0.245 3.477
O 0.301 -0.474 1.695
C -1.707 1.748 0.906
O -2.379 1.739 2.102
N -2.342 2.675 -0.046
C -1.806 3.097 -1.213
O -2.461 3.690 -2.053
H 1.274 1.876 -0.388
H 0.075 2.420 2.929
H 1.465 2.388 1.872
H -3.344 2.770 0.008
N -1.949 0.348 0.532
P -2.996 0.067 1.866
N -4.618 0.669 1.928
C -5.617 -0.143 2.640
C -5.991 0.488 3.976
C -6.797 1.768 3.720
C -6.410 2.342 2.353
C -4.933 2.106 2.053
N -3.526 -1.510 1.360
C -2.565 -2.605 1.350
C -3.273 -3.931 1.616
C -4.547 -4.034 0.751
C -4.511 -2.995 -0.363
C -4.442 -1.581 0.217
N -2.483 -0.429 3.402
C -3.078 -1.546 4.139
C -2.009 -2.490 4.709
C -0.723 -1.715 4.985
C -1.095 -0.322 5.469
C -1.821 0.465 4.363
H -5.226 -1.144 2.773
H -6.526 -0.245 2.034
H -5.069 0.714 4.517
H -6.555 -0.219 4.590
H -6.614 2.502 4.508
H -7.869 1.551 3.738
H -6.594 3.417 2.317
H -7.020 1.898 1.563
H -4.334 2.589 2.829
H -4.712 2.625 1.123
H -1.770 -2.417 2.070
H -2.057 -2.668 0.385
H -3.534 -4.006 2.674
H -2.583 -4.752 1.404
H -5.438 -3.872 1.366
H -4.644 -5.035 0.324
H -5.398 -3.063 -0.999
H -3.655 -3.198 -1.010
H -5.451 -1.313 0.539
H -4.174 -0.863 -0.566
H -3.766 -2.092 3.507
H -3.669 -1.128 4.967
H -1.817 -3.316 4.020
H -2.399 -2.932 5.632
H -0.127 -1.630 4.077
H -0.106 -2.233 5.722
H -0.205 0.239 5.759
H -1.729 -0.406 6.359
H -1.103 1.081 3.844
H -2.557 1.149 4.813
I -0.292 3.730 -4.408
C 0.165 2.439 -2.771
H -0.194 1.461 -3.055
H 1.252 2.405 -2.747
```

- Total charge: -1
- Spin multiplicity: 3
- <S²>: 2.02
- Relative energy (zero: lowest compared OMol25 entry of this formula, charge and spin): 53.4 kcal/mol
- HOMO energy (alpha / beta): -0.155 / -0.179 Ha

Atomic partial charges in e from the Löwdin method, atoms 1 to 99:
1. W 1.4743
2. C -0.0328
3. C -0.3341
4. C -0.0260
5. C -0.0055
6. C -0.1740
7. C -0.0528
8. C -0.0867
9. C -0.1146
10. C -0.5944
11. S 0.6722
12. C -0.2296
13. N 0.0180
14. H 0.0982
15. H 0.0793
16. H 0.0341
17. H 0.1168
18. H 0.1204
19. H 0.1047
20. H 0.1014
21. H 0.0978
22. S 0.6642
23. C -1.1669
24. N -0.1454
25. C -0.2910
26. C -0.0315
27. C -0.0757
28. C -0.0989
29. C -0.0974
30. C -0.4707
31. S 1.0315
32. H 0.0847
33. H 0.1035
34. H 0.0967
35. H 0.1036
36. F -0.0048
37. C -0.4594
38. C -0.2707
39. N -0.0727
40. C -0.0858
41. C -0.6439
42. O 0.0614
43. O -0.3169
44. C -0.6401
45. O -0.1476
46. N 0.2009
47. C -0.4439
48. O -0.0017
49. H 0.0638
50. H 0.1277
51. H 0.1377
52. H 0.1210
53. N -0.1727
54. P 0.7679
55. N -0.1468
56. C -0.2332
57. C -0.1773
58. C -0.1975
59. C -0.1896
60. C -0.2027
61. N -0.2303
62. C -0.2535
63. C -0.1571
64. C -0.1770
65. C -0.1776
66. C -0.1993
67. N -0.1512
68. C -0.2145
69. C -0.1732
70. C -0.1893
71. C -0.1717
72. C -0.1845
73. H 0.0833
74. H 0.1108
75. H 0.0979
76. H 0.1092
77. H 0.1036
78. H 0.1013
79. H 0.1095
80. H 0.1081
81. H 0.1187
82. H 0.0910
83. H 0.0906
84. H 0.0463
85. H 0.0904
86. H 0.1130
87. H 0.1059
88. H 0.1010
89. H 0.1130
90. H 0.0889
91. H 0.0921
92. H 0.0885
93. H 0.0775
94. H 0.1142
95. H 0.0910
96. H 0.1083
97. H 0.0944
98. H 0.1096
99. H 0.1065

| no. | E_tot (eV) |
| --- | --- |
| 1 | -124770.50614 |
| 2 | -115778.21458 |